Record 1
The following is a quantum chemistry calculation of a cluster of 2 separate species, C8H14N2S in total in a non-equilibrium geometry, from the Open Molecules 2025 dataset.

2S+1: 3
E in eV: -22332.4686
Frontier orbital gap (alpha / beta) in eV: 6.05 / 8.87
LUMO level (alpha / beta) in eV: 0.5142 / -1.1065
Charge: 0
Relative energy (zero: lowest compared OMol25 entry of this formula, charge and spin) in kcal per mole: 42.27
Highest occupied orbital energy (alpha / beta) in eV: -5.5 / -10.0

Each line ends with the Mulliken charge.
Cartesian coordinates (Å):
C 2.39229 -1.33363 -2.57695  -0.07
C 0.48799 0.03037 0.27100  0.10
C -0.80377 -0.88102 -1.66476  -1.15
C -0.44411 -2.28975 0.39332  -1.65
C -0.53254 2.29977 0.03614  -1.46
C -0.37703 1.21043 2.30584  -1.40
C -0.65890 -0.87097 -0.13834  0.88
C 0.28626 1.37181 0.93571  0.30
N 2.69140 -0.73208 -0.27943  -1.42
N 1.65385 -0.34980 -0.00207  1.05
S 3.12248 -0.34970 -3.49814  -0.11
H 0.12584 -1.21457 -2.12832  0.13
H -1.60486 -1.55613 -1.95927  0.42
H -1.03820 0.11647 -2.03485  0.31
H -0.30553 -2.27412 1.47230  0.37
H -1.30488 -2.91268 0.16335  0.45
H 0.43615 -2.73613 -0.06366  0.32
H -0.60131 3.28960 0.48079  0.45
H -0.06316 2.39189 -0.94092  0.37
H -1.54109 1.91420 -0.09759  0.29
H -0.45907 2.17895 2.79274  0.44
H 0.21168 0.55301 2.94173  0.36
H -1.37557 0.79175 2.20654  0.30
H -1.57490 -0.46550 0.30071  0.39
H 1.27697 1.81786 1.08413  0.32


Record 2
The following is a quantum chemistry calculation of a structure of composition C8H7AuFNSe4, from the Open Molecules 2025 dataset.

2S+1: 3
E in eV: -277693.6999
Frontier orbital gap (alpha / beta) in eV: 7.39 / 5.95
LUMO level (alpha / beta) in eV: -0.3336 / -2.1387
Charge: 0
Highest occupied orbital energy (alpha / beta) in eV: -7.7 / -8.1

Each line ends with the Mulliken charge.
Cartesian coordinates (Å):
Au 0.63813 -0.45140 -0.39976  0.20
Se 1.20878 -0.45967 2.73141  -0.16
Se 2.05199 1.60543 2.66432  0.02
Se 0.23911 2.84508 1.74870  0.01
Se 0.65696 2.63962 -0.43749  -0.10
C 5.31906 -0.30608 -0.33355  -0.86
C 3.85749 -0.42038 -0.42498  0.40
N 2.72129 -0.49305 -0.48087  -0.24
H 5.66387 -0.74839 0.59779  0.28
H 5.60700 0.74194 -0.35800  0.28
H 5.78344 -0.82423 -1.16854  0.31
F -5.53667 -0.33273 -0.38981  -0.33
C -4.18230 -0.35918 -0.38012  0.49
C -3.51212 0.03469 0.75752  -0.79
C -2.11873 0.00821 0.75342  0.20
C -1.38542 -0.41201 -0.36604  -0.12
C -2.12540 -0.79133 -1.49655  -0.23
C -3.51803 -0.77377 -1.51147  -0.67
H -4.07284 0.35827 1.62619  0.41
H -1.60017 0.32683 1.64983  0.17
H -1.61286 -1.11534 -2.39549  0.33
H -4.08258 -1.07251 -2.38650  0.40


Record 3
The following is a quantum chemistry calculation of the molecule C4H4ClF in a non-equilibrium geometry, from the Open Molecules 2025 dataset.

2S+1: 1
E in eV: -19449.1089
Frontier orbital gap in eV: 8.89
LUMO level in eV: 0.2950
Charge: 0
SMILES: FC1=CC[C@@H]1Cl
Relative energy (zero: lowest compared OMol25 entry of this formula, charge and spin) in kcal per mole: 54.15
Highest occupied orbital energy in eV: -8.6

Each line ends with the Mulliken charge.
Cartesian coordinates (Å):
F -1.74777 -0.73999 -1.65942  -0.24
C -0.79541 -0.30778 -0.86567  0.02
C 0.81267 0.15691 -1.02312  -0.41
C 0.78195 0.41724 0.45394  -0.49
C -0.68613 -0.07025 0.58594  0.13
Cl -0.82592 -1.59310 1.54383  -0.23
H 1.48161 0.23456 -1.84567  0.38
H 1.48292 -0.17869 1.04462  0.27
H 0.90499 1.46890 0.72395  0.22
H -1.40891 0.61220 1.04160  0.33


Record 4
The following is a quantum chemistry calculation of a structure of composition C23H24OPtS3, from the Open Molecules 2025 dataset.

2S+1: 1
E in eV: -62023.7487
Frontier orbital gap in eV: 5.62
LUMO level in eV: -8.2264
Charge: +2
Highest occupied orbital energy in eV: -13.9

Each line ends with the Mulliken charge.
Cartesian coordinates (Å):
Pt 1.15454 0.56645 -1.33628  0.97
C 0.76165 -1.57143 -1.79259  0.41
C 0.44095 -1.27227 -0.42279  0.20
C 1.66085 -0.82849 0.22409  0.84
C 2.73576 -0.89906 -0.75954  0.45
C 2.17838 -1.31496 -2.00531  0.59
C 2.91188 -1.55057 -3.28272  -1.59
C 4.16227 -0.61356 -0.46495  -1.50
C 1.79295 -0.47784 1.66682  -1.28
C -0.88587 -1.36104 0.24053  -1.62
C -0.16664 -2.10326 -2.81842  -1.27
H 3.12748 -2.61647 -3.38908  0.36
H 3.85808 -1.01579 -3.30746  0.40
H 2.31837 -1.24728 -4.14339  0.36
H 4.61182 -1.52275 -0.05378  0.34
H 4.26254 0.17136 0.28245  0.46
H 4.72191 -0.34373 -1.35737  0.41
H 1.47269 0.54947 1.85307  0.23
H 2.82149 -0.58941 2.00403  0.43
H 1.15989 -1.13141 2.26647  0.40
H -0.95886 -2.30488 0.78640  0.38
H -1.69967 -1.31826 -0.47993  0.42
H -1.01312 -0.54004 0.94586  0.35
H 0.04622 -1.70375 -3.80851  0.39
H -1.20757 -1.91978 -2.56392  0.37
H -0.01977 -3.18688 -2.87147  0.37
O -0.24898 1.68434 -0.41622  -0.57
C -0.19831 3.05341 -0.82706  2.22
C -0.35395 3.06117 -2.33994  -0.60
C -0.12151 4.00341 -3.27384  -0.13
C 0.02840 3.45672 -4.60246  -0.67
C -0.02162 2.10720 -4.63825  -0.57
S -0.43314 1.47952 -3.07982  -0.03
C 1.21936 3.47232 -0.52383  0.14
C 1.82793 4.01545 0.53907  -0.33
C 3.24662 3.72594 0.58698  -0.69
C 3.67870 2.92182 -0.40050  -0.61
S 2.39272 2.64461 -1.54951  -0.13
C -1.25077 3.81257 -0.08450  -0.77
C -2.16701 4.69536 -0.57555  -0.73
C -3.00929 5.22485 0.43769  -0.54
C -2.72366 4.71629 1.66561  -0.62
S -1.41335 3.62132 1.61973  -0.03
H -0.00006 5.05361 -3.04401  0.57
H 0.16752 4.06537 -5.48488  0.51
H -0.00311 1.46270 -5.50285  0.52
H 1.30365 4.56998 1.30497  0.60
H 3.90486 4.13116 1.34329  0.48
H 4.69411 2.64964 -0.64245  0.63
H -2.25185 4.95600 -1.62064  0.50
H -3.80175 5.93472 0.25566  0.44
H -3.21516 4.92625 2.60226  0.49


What is the charge in the third record?
0